29
Properties=species:S:1:pos:R:3 method="wB97M-V/def2-TZVPD" homo_energy_ev=-4.69 total_charge=-1 fmax_ha_per_bohr=0.0053 orbital_gap_ev=8.06 e_above_lowest_kj_mol=0.0
S 2.3864 1.0056 -0.5802
P 1.1169 -1.5898 0.8310
O 3.8252 0.7535 -0.5589
O 1.9024 2.0476 -1.4888
N 0.3967 -3.0122 0.7675
N -1.8251 0.7011 1.6118
C -2.2669 -0.4068 0.7548
C -1.0095 0.6160 -1.2819
C 1.9962 1.6500 1.0547
C -2.2962 0.0046 -0.7137
C 0.0637 -0.4057 -1.7251
B 1.4027 -0.6324 -0.8431
H 0.4052 -0.1301 -2.7265
H 2.2030 -1.3463 -1.4035
H 0.9373 1.5075 1.2735
H 0.2199 -3.2569 -0.2022
H -1.2938 1.2257 -2.1435
H 2.6283 1.1491 1.7859
H -2.5401 -0.8906 -1.2957
H 0.4910 -0.7524 1.7832
H -0.5854 1.3203 -0.5641
H -2.0304 0.5070 2.5844
H -0.4175 -1.3867 -1.8474
H -2.3091 1.5580 1.3640
H -1.5916 -1.2538 0.8962
H 2.2233 2.7150 1.0086
H -3.1323 0.7011 -0.8580
H -3.2739 -0.7580 1.0229
H 2.3737 -1.6402 1.4940

---

19
Properties=species:S:1:pos:R:3 method="wB97M-V/def2-TZVPD" homo_energy_ev="-7.51 / -5.89" fmax_ha_per_bohr=0.0347 orbital_gap_ev="8.18 / 6.03" e_above_lowest_kj_mol=563.3
O -0.3140 -2.5137 -0.1552
C -0.4824 -1.2225 -0.4525
C 1.3550 -0.0347 -0.0204
C 0.7153 0.7930 1.0922
C 0.5307 -0.5528 -1.2249
C 0.5156 2.0830 0.3253
C -1.7472 -0.5276 -0.1068
H 1.6726 1.1637 -0.4052
H 2.0899 -0.7820 0.3004
H -2.3272 -1.0486 0.6639
H -0.1249 0.3250 1.6398
H -0.9571 -2.7847 0.5155
H 1.1459 -1.2316 -1.8183
H -0.2576 2.0380 -0.4517
H 0.1457 0.2703 -1.8379
H -2.3650 -0.4443 -1.0129
H 1.5045 0.9469 1.8368
H -1.5476 0.5070 0.2179
H 0.4477 3.0157 0.8942

---

59
Properties=species:S:1:pos:R:3 method="wB97M-V/def2-TZVPD" homo_energy_ev=-8.70 fmax_ha_per_bohr=0.1081 orbital_gap_ev=7.35 e_above_lowest_kj_mol=561.5
I -0.5272 -0.3376 -0.2676
Cl -0.8397 -7.6043 3.2620
S 5.3262 -2.6157 -1.8180
P 5.7666 -4.9768 2.9431
O -2.6488 1.1431 -2.7728
O -3.1089 6.0260 -2.6215
O -2.6706 7.2072 -4.5061
O 2.8341 -0.0420 0.0344
O -0.9385 -1.5721 2.4204
O -1.5820 2.7942 -1.6312
O 6.6072 -4.8375 1.4537
O -1.4193 2.7018 -3.8711
O -4.7313 7.2648 -3.5629
N 0.8399 -0.3879 1.3239
N 5.2593 -2.1598 1.0738
C -0.8519 -4.7547 2.7864
C 0.2124 -4.3935 3.9562
C -0.9363 3.9799 -3.4586
C 4.1424 -4.0038 2.6650
C 0.2674 -1.5368 2.0995
C -0.5476 -6.2027 2.1174
C -5.3514 6.4037 -2.6097
C -3.4318 6.8654 -3.6479
C 4.0840 -2.7141 1.7680
C -4.2005 6.0730 -1.7060
C 1.4513 -2.5400 2.4085
C -6.5068 7.0915 -1.9158
C 5.2337 -6.8027 3.2338
C -1.9504 2.1213 -2.7602
C -0.5751 3.7221 -2.0273
C 1.5242 -3.8320 3.2452
C 0.2241 4.4328 -4.3173
C 2.8862 -4.5857 3.3926
C 2.2310 -0.7202 0.9052
C 2.7151 -2.0158 1.6778
C 5.1148 -2.3182 -0.2127
H -1.9277 -4.7037 3.2020
H 1.1170 3.8280 -4.1314
H 0.4867 -5.3781 4.4621
H -4.3235 5.1153 -1.1975
H -0.0156 4.3207 -5.3776
H 6.1157 -7.4528 2.9142
H 0.4698 5.4777 -4.1195
H -5.7115 5.5193 -3.1472
H -1.2720 -6.2769 1.2237
H -7.1670 7.5652 -2.6465
H 2.8958 -5.5152 4.0472
H 6.0660 -5.2963 0.7666
H -6.1556 7.8846 -1.2491
H 4.9396 -6.9176 4.3287
H 0.4015 3.2434 -1.9007
H -1.7642 4.6897 -3.5457
H -0.1974 -3.6687 4.7319
H -7.0865 6.3789 -1.3260
H -0.8090 -4.0017 1.9133
H 4.3002 -6.9760 2.6014
H -0.6123 4.6234 -1.4132
H 0.5060 -6.1862 1.6649
H -3.9910 6.8483 -0.9621

---

18
Properties=species:S:1:pos:R:3 method="wB97M-V/def2-TZVPD" homo_energy_ev=-8.13 fmax_ha_per_bohr=0.0734 smiles="C=CCNC=C.O" orbital_gap_ev=8.85 e_above_lowest_kj_mol=361.5
O 3.4157 -1.5038 1.2147
N -0.5594 0.7700 0.4831
C -1.1814 2.0577 0.6892
C 0.6124 -2.0438 -0.4298
C -1.8809 2.7008 -0.2409
C -0.3221 -1.3311 -1.0175
C -1.1213 -0.2039 -0.4772
H 1.2591 -2.9053 -0.8854
H -2.4498 3.6327 -0.1288
H 0.9150 -1.8498 0.6775
H -1.8707 -0.7970 0.0762
H -0.8625 2.7520 1.5445
H -0.6831 -1.7786 -2.0023
H 4.1351 -1.5945 0.6023
H 3.6765 -0.8318 1.8890
H -2.0366 2.0388 -1.1736
H -1.5252 0.2689 -1.3562
H 0.4793 0.6186 0.5352